[1]
75
Properties=species:S:1:pos:R:3:forces:R:3 method="wB97M-V/def2-TZVPD" homo_ha="-0.4564 / -0.4564" max_force_ev_per_a=2.56 s2=12.672 charge=+2 spin_multiplicity=7
Tb 0.5608 0.7326 1.4898 -1.1486 1.7186 -0.5837
C 1.6222 5.1709 2.5681 0.1530 -0.1203 0.1232
C 0.6710 4.0463 2.3142 -0.2905 0.5857 0.0494
O 1.0649 2.8754 2.1469 -0.1617 -0.0408 0.1336
N -0.6263 4.3670 2.2494 0.0394 -0.0530 -0.0554
C -1.6884 3.4007 1.9856 0.1862 -0.4476 0.0211
C -1.8933 2.4835 3.1785 -0.1676 0.1571 -0.1260
C -2.7064 2.8549 4.2404 0.1689 -0.1835 -0.1645
C -2.7849 2.0280 5.3527 0.1972 -0.0802 -0.1637
C -2.0263 0.8694 5.3693 -0.0287 0.1141 -0.1339
C -1.2538 0.5607 4.2622 -0.0721 -0.2226 0.2698
N -1.1948 1.3354 3.1697 -0.0814 0.0629 0.2933
H 2.3070 5.2746 1.7269 -0.0448 -0.0749 -0.0806
H 2.2310 4.9373 3.4399 -0.0062 -0.0363 0.0608
H 1.1079 6.1128 2.7284 0.0026 0.0696 0.0151
H -0.9055 5.3197 2.4420 0.1947 -0.1199 -0.0732
H -1.4141 2.8001 1.0931 -0.2630 0.3544 0.3050
H -2.5982 3.9607 1.7678 0.1003 -0.0968 -0.0885
H -3.2696 3.7741 4.2051 -0.0416 0.1142 -0.0696
H -3.4113 2.2907 6.1897 -0.0756 0.0428 0.0972
H -2.0242 0.2127 6.2235 -0.0081 -0.0940 0.0611
H -0.6375 -0.3310 4.2539 -0.1234 0.0687 -0.0122
N -4.3884 -3.1711 -2.7229 0.1609 0.2871 0.2635
C -4.6119 -3.8447 -3.8878 0.6531 -0.1056 -0.7206
C -5.7177 -4.5122 -4.3975 -0.1922 -0.1177 -0.0709
C -5.5926 -5.0294 -5.6682 -0.0579 0.0540 0.2169
C -4.3990 -4.9258 -6.4071 0.1869 0.0163 -0.0892
C -3.2923 -4.2835 -5.9125 -0.1377 0.0267 0.1375
C -3.4048 -3.7092 -4.6392 -1.0967 -0.3207 0.2967
N -2.5275 -2.9592 -3.9429 0.4484 0.5685 0.6213
C -3.1252 -2.6310 -2.8104 -0.2636 -0.6820 -0.9104
C -2.4937 -1.7698 -1.8655 0.5866 0.7146 0.7625
C -3.0060 -1.3947 -0.6123 0.1238 -0.1539 -0.3511
C -2.2748 -0.5639 0.2035 0.2117 0.3577 0.2852
N -1.0601 -0.0561 -0.1132 -0.4040 -0.3984 -0.5802
C -0.5868 -0.3974 -1.3434 0.0841 0.1373 0.1237
C -1.2473 -1.2163 -2.2159 -0.2506 -0.1443 0.0947
H -5.0441 -3.0726 -1.9658 0.0243 0.0246 -0.0664
H -6.6329 -4.6078 -3.8331 -0.1037 -0.0240 -0.0049
H -6.4369 -5.5277 -6.1184 -0.0704 -0.0827 -0.0064
H -4.3614 -5.3625 -7.3924 -0.0069 -0.0582 -0.0924
H -2.3705 -4.2040 -6.4666 0.0474 0.0221 -0.0892
H -3.9607 -1.7547 -0.2690 -0.1455 -0.0196 0.1069
H -2.6730 -0.2595 1.1689 0.0445 -0.1266 -0.0699
H 0.3720 0.0202 -1.6396 -0.0614 -0.1014 0.1058
H -0.8402 -1.4566 -3.1832 0.1476 0.0120 -0.0876
Cl 1.3358 2.2932 -0.6921 -0.0711 0.3860 -1.0849
C 2.9657 2.5821 -0.1632 0.7064 -0.1707 0.4290
C 3.6125 3.7706 -0.4557 -0.1477 -0.1190 -0.0386
C 4.9047 3.9644 0.0160 -0.1285 -0.1391 0.0529
C 5.5224 2.9970 0.7917 -0.0125 -0.1579 0.0863
C 4.8619 1.8095 1.0812 -0.3302 -0.0190 -0.1376
Cl 5.5932 0.5910 2.0697 0.0226 0.2118 -0.1609
C 3.5710 1.5742 0.5856 0.4059 0.3386 -0.0092
N 2.8950 0.3404 0.8592 0.4970 -0.1886 0.4021
C 3.0855 -0.7090 -0.1539 0.2250 -0.4293 -0.4045
C 3.8982 -0.4901 -1.2613 -0.1013 0.1186 0.1152
C 4.2068 -1.5245 -2.1292 -0.0672 -0.0721 0.0557
C 3.7265 -2.7968 -1.8765 -0.0479 0.0449 -0.0663
C 2.8759 -3.0062 -0.8065 0.0496 0.1181 0.0206
C 2.5190 -1.9752 0.0558 -0.0261 0.1551 0.0074
C 1.4851 -2.2649 1.1168 0.0490 0.3514 0.5204
C 1.7993 -1.6461 2.5082 1.2201 -2.1956 -0.4797
O 2.7245 -2.0375 3.1756 -0.2368 0.3235 -0.2878
O 1.0008 -0.6798 2.8354 -0.4738 -0.0623 1.5862
H 3.1190 4.5292 -1.0425 -0.0602 0.0509 -0.0944
H 5.4280 4.8814 -0.2138 -0.0006 0.0170 -0.0136
H 6.5199 3.1530 1.1723 0.0747 -0.0019 0.0401
H 3.3501 -0.0307 1.7146 -0.2144 0.0985 -0.3109
H 4.3092 0.4887 -1.4535 0.0948 0.0967 0.0459
H 4.8411 -1.3406 -2.9829 0.0600 0.0459 -0.0276
H 3.9987 -3.6220 -2.5146 0.0206 -0.0727 -0.0889
H 2.4839 -3.9955 -0.6238 -0.0715 -0.0826 0.0181
H 1.4140 -3.3458 1.2484 -0.1045 0.1066 -0.0011
H 0.4977 -1.8968 0.7766 0.2110 -0.3570 0.0726


[2]
142
Properties=species:S:1:pos:R:3:forces:R:3 method="wB97M-V/def2-TZVPD" homo_ha=-0.4245 max_force_ev_per_a=2.23 charge=+1
N -2.9927 0.7272 -1.8659 -0.6983 -0.2103 -0.3826
H -2.3116 1.4293 -2.1824 0.0833 -0.0521 0.2636
H -3.6035 1.0799 -1.1315 0.1739 0.2811 -0.0973
H -2.5980 -0.1640 -1.5301 0.2854 -0.1217 -0.1129
H -3.6092 0.5057 -2.6545 0.1725 -0.1508 0.0473
N -1.2015 0.6205 1.8943 -0.3399 -0.9245 -0.6675
H -0.8786 0.1101 1.0539 0.1707 0.1809 -0.0185
H -1.4320 -0.1379 2.5530 -0.0601 0.0120 0.4151
H -2.0766 1.0464 1.6005 0.1274 0.3160 0.3004
H -0.4830 1.3024 2.2185 -0.1138 0.1837 0.2161
B 0.3865 0.4049 -1.0451 0.7647 0.1323 -1.2819
F -0.1587 0.9213 -2.2575 -0.3672 0.1314 0.3302
F 1.5844 -0.2219 -1.3759 -0.1603 0.0546 0.4850
F 0.5841 1.4720 -0.1502 -0.2831 -0.3780 0.0869
F -0.5238 -0.5442 -0.5195 -0.0035 0.2776 0.2383
C -2.0327 5.3673 0.2049 0.3898 -0.2100 0.0026
C -0.5289 5.3810 -0.0877 0.0860 -0.8362 -0.8618
C -0.3846 4.4988 -1.3447 0.1063 -0.5189 -0.4263
S -1.8782 4.7861 -2.3502 -0.5478 0.8964 0.1908
O -2.6915 3.5818 -2.5106 0.6256 -0.2312 0.2976
O -1.5962 5.5679 -3.5351 0.0899 -0.4903 0.7111
C -2.7297 5.8105 -1.0623 0.6969 -0.1986 -1.2458
H -2.1981 5.9432 1.1129 -0.5916 0.0004 -0.1293
H -2.3100 4.3145 0.3278 -0.1296 0.0926 0.5817
H 0.0463 4.8819 0.6915 -0.0969 0.3753 0.1960
H -0.1560 6.3915 -0.2461 0.0233 0.0294 0.0023
H -0.3341 3.4378 -1.0785 -0.4798 0.0537 0.1490
H 0.4876 4.5876 -1.9907 -0.1676 0.8086 0.1232
H -3.7756 5.5626 -1.2169 -0.1068 0.1231 0.3739
H -2.5106 6.8303 -1.3782 -0.1397 0.1158 0.2593
C -5.4721 -3.8285 1.6115 0.7224 -0.2136 0.2627
C -6.0791 -2.4358 1.9067 -0.0649 -1.3910 -0.5795
C -5.0241 -1.3976 1.5413 -0.7360 0.2264 0.3313
S -4.3398 -2.0133 -0.0007 -0.2730 -0.8437 0.0488
O -2.9404 -1.6222 -0.1667 -0.9123 0.1294 0.3694
O -5.3023 -1.7096 -1.0385 0.3665 0.6063 0.0541
C -4.5585 -3.7658 0.3836 0.7571 0.3484 0.2735
H -6.1906 -4.6422 1.5342 -0.2939 0.2800 -0.1446
H -4.8136 -4.1266 2.4314 -0.1221 0.1732 0.1719
H -6.4007 -2.4561 2.9444 -0.0380 0.5583 0.0095
H -6.9403 -2.3515 1.2434 -0.1194 0.3817 0.1961
H -4.2902 -1.2627 2.3348 0.3040 -0.1289 -0.2441
H -5.5354 -0.4632 1.3063 0.3124 0.1735 -0.0436
H -3.5623 -4.0918 0.6735 0.0152 -0.2162 -0.3408
H -4.9090 -4.2866 -0.5020 -0.0029 0.1915 -0.1192
C 3.8453 -2.3018 -1.9574 -1.2274 0.0798 -0.5995
C 3.7653 -3.6120 -2.7657 1.1752 -0.3648 0.3011
C 4.6141 -3.3596 -4.0268 -0.6006 -0.0895 -0.1499
S 5.9908 -2.2651 -3.5943 -0.4018 -0.7313 -0.6918
O 6.1336 -1.2414 -4.6130 -0.1807 -0.3293 0.7883
O 7.1135 -3.1010 -3.2479 0.0120 0.3618 0.1856
C 5.2072 -1.6456 -2.0759 0.5939 -0.4288 -0.3922
H 3.6206 -2.4436 -0.9020 -0.2573 -0.0196 -0.0712
H 3.0872 -1.6573 -2.4065 0.0700 0.3112 0.3790
H 2.7914 -4.0018 -3.0614 -0.3674 0.7515 0.0805
H 4.1082 -4.4221 -2.1126 0.6903 -0.0455 -0.4440
H 4.0543 -2.7801 -4.7659 -0.1822 0.0407 0.1499
H 4.9163 -4.2719 -4.5361 0.5112 0.0853 0.1511
H 5.1567 -0.5618 -2.1323 0.1445 0.0088 0.1629
H 5.8875 -2.0168 -1.3103 0.0179 0.3609 0.1449
C 2.3396 3.2623 -2.9831 0.1281 0.3445 -1.6404
C 3.2145 2.0054 -2.9156 0.0967 0.1033 0.5836
C 4.6024 2.3661 -3.4979 -1.3363 -0.0250 -0.1806
S 4.2234 3.6171 -4.8054 0.7484 0.5807 2.0236
O 4.4304 3.0399 -6.0960 0.0528 0.0310 -0.4602
O 4.8747 4.8502 -4.3846 -0.5106 -0.5880 -0.5958
C 2.4672 3.7105 -4.4329 -0.2545 -0.6123 -1.0255
H 2.7219 4.1255 -2.4320 -0.1988 -0.4489 0.6457
H 1.2826 3.0546 -2.8340 0.1936 -0.1188 0.5192
H 2.7449 1.1791 -3.4495 -0.1021 0.1330 -0.1393
H 3.2677 1.6925 -1.8714 0.2990 -0.1906 -0.0425
H 5.0972 1.5462 -4.0121 0.1757 -0.0565 0.2057
H 5.1600 2.7841 -2.6657 0.5338 0.3259 -0.4833
H 2.0338 2.9552 -5.0974 -0.0319 0.0010 0.0696
H 2.0193 4.6577 -4.7274 0.3442 0.2239 0.2393
C 0.4698 -2.7758 -4.6318 0.7289 0.7343 0.0784
C -0.7012 -2.7766 -5.5835 -0.7380 0.4235 -0.9260
C -1.7896 -3.5652 -4.8867 0.3812 -0.8172 0.8729
S -1.7240 -3.0267 -3.1458 0.3769 -0.4250 -1.5115
O -1.6727 -4.2079 -2.3154 -0.1269 0.3492 0.4250
O -2.7863 -2.0513 -2.9908 0.3978 0.3032 0.4090
C -0.0481 -2.2783 -3.2863 -0.5974 -0.2238 0.6473
H 1.2511 -2.0784 -4.9446 -0.0336 -0.0665 -0.1740
H 0.9399 -3.7607 -4.6210 -0.1843 -0.0819 0.3929
H -0.4506 -3.2022 -6.5562 0.0319 -0.1811 0.1185
H -1.0469 -1.7637 -5.8138 0.0918 0.0609 0.2347
H -1.4702 -4.6098 -4.8377 -0.1179 -0.0327 -0.0105
H -2.8283 -3.5523 -5.2028 0.0715 0.4266 -0.2339
H 0.5362 -2.5371 -2.4046 -0.0591 -0.3281 -0.0530
H -0.1570 -1.1953 -3.2390 -0.1492 -0.0043 -0.3548
C -1.6192 4.5550 3.7141 0.0579 -1.0417 0.1029
C -0.4203 5.4307 4.0794 -1.3731 0.1180 -1.3504
O 0.7962 4.7274 4.3044 0.0654 -1.0173 0.2172
P 1.3564 3.5731 3.3675 1.1660 0.0234 -0.1795
O 0.4896 2.4301 2.9807 -0.1150 0.6042 0.3256
O 1.9251 4.4036 2.1522 -0.7332 -0.1474 0.2676
C 2.4041 3.7565 0.9463 1.0636 0.3867 -0.0380
C 3.2682 4.7929 0.2461 0.8073 -1.1421 -0.7347
O 2.6832 3.0786 4.1023 -0.9247 0.5525 -0.4200
C 2.5905 2.1949 5.2136 -0.6028 -1.1337 1.3280
C 2.5641 2.9238 6.5554 0.5816 -0.0335 -0.5833
H -2.5425 5.1301 3.6560 0.1254 0.1974 0.0809
H -1.5023 4.0028 2.7782 0.1816 0.4189 -0.1842
H -1.7698 3.7384 4.4274 0.0006 0.3126 0.3178
H -0.2702 6.1106 3.2353 0.2342 0.1751 0.1878
H -0.7194 6.0216 4.9402 0.6988 -0.1043 0.3202
H 3.0299 2.9205 1.2641 -0.1228 -0.1529 -0.1909
H 1.5927 3.3896 0.3210 -0.0974 0.0656 0.2726
H 4.1944 4.9588 0.7976 -0.4897 0.7638 0.5507
H 3.7352 4.3701 -0.6549 -0.5907 -0.2114 -0.0649
H 2.7140 5.6658 -0.0835 0.1346 0.2907 0.3898
H 1.6965 1.5577 5.1982 -0.1062 0.2600 -0.6004
H 3.4024 1.4706 5.1487 0.3350 0.4254 -0.0927
H 2.7550 2.2210 7.3656 0.0165 -0.0627 -0.0428
H 3.3721 3.6561 6.5332 -0.1816 0.1774 0.3085
H 1.5977 3.3893 6.7356 0.0839 0.2105 -0.0640
C -1.8201 -6.3102 0.8141 0.1576 -0.1465 -0.3028
C -1.3062 -5.5273 2.0003 0.9512 -0.3683 -0.0751
O -1.7658 -4.1631 2.0817 -0.7667 0.8529 -0.1979
P -1.2791 -3.1665 3.2195 0.0538 -1.2016 0.8398
O -1.9539 -1.8466 3.2278 0.4794 -0.1563 -0.7163
O -1.5850 -4.0032 4.5412 0.7800 0.5908 -0.2493
C -2.9367 -4.0852 5.0033 -0.5862 -0.7714 0.2242
C -2.9592 -5.0205 6.2060 0.0634 -0.0670 -0.0940
O 0.3137 -3.1993 3.1780 -1.0336 0.1842 0.3192
C 1.0798 -2.0775 2.6964 0.4259 -0.0872 -0.8922
C 1.5848 -2.4132 1.2873 -0.5465 -0.5625 1.0449
H -1.6607 -5.7593 -0.1142 -0.1909 -0.0174 -0.0237
H -1.1941 -7.2057 0.7652 0.1666 0.1073 -0.0335
H -2.8244 -6.7323 0.8602 -0.2191 0.5626 0.2147
H -1.5053 -6.0721 2.9250 -0.0311 0.3161 0.1316
H -0.2258 -5.4289 1.8608 0.0020 -0.2896 0.2489
H -3.3454 -3.0898 5.1817 0.1736 -0.0021 0.1368
H -3.5371 -4.5804 4.2302 -0.0231 0.3098 -0.1088
H -2.1874 -4.7885 6.9377 0.0387 0.1287 -0.0788
H -3.9183 -5.0298 6.7235 -0.0827 0.2297 -0.1522
H -2.8010 -6.0360 5.8410 0.1627 -0.0174 0.1297
H 0.4616 -1.1868 2.7189 0.0436 0.1398 0.1079
H 1.9425 -1.9529 3.3476 -0.2377 0.0202 0.2956
H 0.7375 -2.7503 0.6885 0.0492 0.3513 -0.2969
H 2.1167 -1.5768 0.8439 0.0135 -0.0567 -0.1584
H 2.2162 -3.2916 1.4357 0.3067 0.1664 -0.3583


[3]
22
Properties=species:S:1:pos:R:3:forces:R:3 method="wB97M-V/def2-TZVPD" homo_ha=-0.0961 max_force_ev_per_a=3.84 charge=-1
C 2.1103 -1.0519 -0.0207 1.8897 -2.3346 -2.3902
N 3.0915 -0.3237 0.4097 -2.2063 0.4669 0.9812
C -1.5055 -0.6519 1.7545 0.0830 -0.6076 0.6441
C -2.4467 0.2906 0.9358 -0.2680 -1.3787 0.0710
O -2.7772 -0.1522 -0.2839 0.2280 -0.0010 -0.2345
C 0.9337 -0.7479 -0.9445 -0.7223 0.2160 1.5825
C 0.8569 1.8178 -1.4438 0.1900 -0.7296 0.1147
C 0.2830 0.5858 -0.6965 -1.4004 2.1211 -0.3385
H 2.0024 -0.1215 0.8623 1.2036 1.7920 0.5416
H 2.2195 -2.1545 0.0908 -0.1420 -0.2393 -0.0617
H -1.8574 -1.6844 1.9005 -0.7267 0.1986 -0.4730
H -0.5351 -0.8531 1.2851 0.1410 0.5418 0.3015
H -1.4483 -0.3062 2.8077 0.6004 0.2608 -0.4005
H -1.9572 1.2942 0.9168 -0.0578 0.1753 0.4086
H -3.3204 0.3127 1.6373 -0.1449 0.6753 0.0051
H 0.2304 -1.5228 -0.6174 -0.2724 0.0205 -0.7072
H 1.2078 -0.8821 -1.9932 0.2194 -0.2348 0.1323
H 1.7994 2.1135 -0.9785 0.1879 0.0657 -0.4408
H 0.1983 2.6887 -1.4612 -0.1961 -0.1922 0.3788
H 0.9751 1.5502 -2.5023 0.3907 0.0842 0.1449
H -0.8109 0.6033 -0.8686 0.2799 -0.9045 -0.5877
H 0.1950 0.8109 0.3652 0.7232 0.0042 0.3278